{
  "formula": "C6H11NO",
  "method": "ωB97M-V/def2-TZVPD",
  "lumo_energy_ev": 1.034,
  "e_homo_ev": -7.816,
  "de_lowest_kcal_mol": 64.1,
  "smiles": "N/C=C/CCCC=O",
  "charge": 0,
  "total_energy_ev": -9935.6734,
  "elements": ["N", "C", "C", "C", "C", "C", "C", "O", "H", "H", "H", "H", "H", "H", "H", "H", "H", "H", "H"],
  "positions_angstrom": [[-1.707486, 0.929218, -2.697639], [-0.926518, 0.418351, -1.685406], [-1.601238, -0.252690, -0.720593], [-0.908973, -0.719602, 0.571831], [0.625290, -0.522229, 0.427834], [1.337845, 0.506744, 1.179935], [2.367319, -0.131509, 2.122944], [3.567683, -0.111036, 2.044668], [-1.408592, 1.412088, -3.521204], [-2.677658, 0.895955, -2.561505], [0.104296, 0.657383, -1.875050], [-2.697904, -0.501209, -0.787284], [-1.232680, -0.184323, 1.444517], [-1.067361, -1.871434, 0.559618], [0.924838, -1.555986, 0.591691], [0.943403, -0.394143, -0.610233], [1.879971, 1.205073, 0.594603], [0.571772, 0.955129, 1.962685], [1.905989, -0.735783, 2.958591]],
  "forces_ev_per_a": [[0.4064, 0.3509, -0.9222], [-2.6024, -0.0596, -0.4965], [1.0000, 0.0144, 1.2325], [0.5649, -1.3609, -2.7791], [-0.8034, -2.4255, -1.7507], [-0.2128, 0.5837, 4.4347], [-0.3314, -0.7073, 0.3916], [-0.3112, 0.4192, -0.3478], [0.4432, -0.0973, 0.1353], [-1.1486, 0.0227, 0.0048], [0.2818, -0.2363, 0.7716], [1.2460, 0.6355, -0.2602], [-0.5803, -0.1912, 0.5743], [-0.1166, 1.9560, 0.9120], [1.0359, 0.1122, 0.6230], [-0.4494, -0.2033, 0.1181], [0.0134, 1.0195, -0.5470], [1.5323, -0.1021, -1.6847], [0.0322, 0.2695, -0.4097]]
}

---

{
  "formula": "C6H11NO",
  "method": "ωB97M-V/def2-TZVPD",
  "lumo_energy_ev": 0.938,
  "e_homo_ev": -8.683,
  "de_lowest_kcal_mol": 144.5,
  "smiles": "CN[C@]12CCO[C@@H]1C2",
  "charge": 0,
  "total_energy_ev": -9932.1885,
  "elements": ["C", "N", "C", "C", "C", "O", "C", "C", "H", "H", "H", "H", "H", "H", "H", "H", "H", "H", "H"],
  "positions_angstrom": [[2.177963, -0.680840, -0.268745], [0.842263, -0.511286, -0.704925], [0.107301, 0.267492, 0.386648], [-0.828212, -0.783266, 0.915106], [-1.924934, -0.777847, -0.282081], [-1.554623, 0.184676, -1.166735], [-0.852313, 1.067299, -0.237668], [0.417543, 1.778993, 0.098663], [2.734256, -1.557048, -0.694927], [2.646609, 0.274378, -0.483602], [2.195323, -0.793164, 0.863405], [0.726134, 0.082575, -1.627963], [-0.411284, -1.795042, 1.037086], [-1.306892, -0.319053, 1.807897], [-1.862944, -1.813556, -0.640070], [-3.006848, -0.568635, 0.224892], [-1.639831, 1.493789, 0.388817], [1.246172, 1.931768, -0.465302], [0.294318, 2.518762, 0.849506]],
  "forces_ev_per_a": [[1.4289, -0.1229, 1.1262], [-2.3799, 1.6636, -1.5422], [2.1565, -2.3936, -1.3603], [-1.1669, 0.5718, 1.8447], [-1.4611, -1.9734, 3.4784], [0.7182, 2.3066, -1.4814], [-2.6993, 2.0145, -1.9156], [-1.9790, -1.2121, 1.5210], [-0.5864, 0.8845, 0.0667], [1.2987, -0.0729, 0.1670], [-0.0437, -0.0343, -1.3381], [0.7259, -1.8285, 2.2072], [-0.0776, 0.6078, 0.4119], [0.1911, -1.0984, -0.1251], [-0.5205, 0.5326, -0.7668], [2.2660, -0.4671, -1.2932], [0.1974, -0.2035, 0.2758], [2.2889, 0.1344, -1.7559], [-0.3571, 0.6909, 0.4797]]
}

---

{
  "formula": "C6H11NO",
  "method": "ωB97M-V/def2-TZVPD",
  "lumo_energy_ev": 0.906,
  "e_homo_ev": -8.481,
  "de_lowest_kcal_mol": 195.2,
  "smiles": "CN1C[C@@H]2C[C@@]2(O)C1",
  "charge": 0,
  "total_energy_ev": -9929.9891,
  "elements": ["C", "N", "C", "C", "C", "C", "O", "C", "H", "H", "H", "H", "H", "H", "H", "H", "H", "H", "H"],
  "positions_angstrom": [[1.080486, -2.114207, -0.135360], [0.007728, -0.943102, -0.362750], [-0.792239, -0.415834, 0.972511], [-0.236840, 1.079386, 1.010944], [-0.758250, 2.381717, 0.274202], [-0.322258, 1.180214, -0.528706], [-1.551855, 0.613994, -1.097569], [0.902266, 0.317345, -0.843055], [2.100493, -2.088244, 0.265047], [1.379098, -2.564958, -1.217579], [0.583747, -3.107576, 0.053295], [-2.059839, -0.238417, 0.829624], [-0.718253, -0.994271, 1.907579], [0.750775, 1.256619, 1.427746], [-1.821515, 2.599109, -0.116367], [0.183964, 3.025923, 0.503055], [-1.569336, -0.293428, -1.057859], [0.979177, -0.013142, -1.844668], [1.862651, 0.318872, -0.040091]],
  "forces_ev_per_a": [[-1.9508, -2.2123, -3.9859], [3.6879, -2.3574, 2.9376], [-1.7460, 2.0447, 0.1699], [-3.1665, -1.5675, -0.4981], [2.0763, -0.9047, -0.6386], [0.3193, 0.6518, 0.0177], [0.9242, 5.6070, -0.5926], [-1.5977, -2.0255, 3.1815], [-0.5983, 1.0221, 0.9178], [-0.6454, 1.8584, 1.5660], [0.1003, 1.2797, 1.1021], [3.8797, -1.1405, 0.0716], [0.6410, -0.0226, -0.6765], [-0.2972, -0.2273, -0.1082], [1.8879, 0.3532, 1.5299], [-2.6511, 0.0091, -0.7413], [0.5112, -3.2886, -0.0488], [1.1141, 0.2868, -1.2234], [-2.4888, 0.6337, -2.9807]]
}

---

{
  "formula": "C6H11NO",
  "method": "ωB97M-V/def2-TZVPD",
  "lumo_energy_ev": 0.929,
  "e_homo_ev": -8.866,
  "de_lowest_kcal_mol": 173.4,
  "smiles": "C[C@]12CNCC[C@@H]1O2",
  "charge": 0,
  "total_energy_ev": -9930.9352,
  "elements": ["C", "C", "C", "N", "C", "C", "C", "O", "H", "H", "H", "H", "H", "H", "H", "H", "H", "H", "H"],
  "positions_angstrom": [[-1.142718, -1.302065, 0.459914], [0.074283, -1.068284, -0.308684], [1.241012, -0.727530, 0.544664], [0.977589, 0.661035, 1.141202], [0.494438, 1.604963, 0.043455], [-0.726726, 0.952908, -0.717028], [0.076424, -0.138500, -1.365847], [-0.018288, -1.630171, -1.554691], [-1.909542, -0.530311, -0.190549], [-1.669319, -2.369317, 0.343985], [-1.264156, -0.933216, 1.479428], [1.425178, -1.553811, 1.320130], [2.205514, -0.482550, 0.181883], [0.389222, 0.527625, 1.850634], [1.415574, 1.943823, -0.337040], [-0.119239, 2.551888, 0.377757], [-1.057169, 1.759703, -1.457064], [-1.442561, 0.471322, 0.062766], [1.050483, 0.262486, -1.874915]],
  "forces_ev_per_a": [[-5.6116, -0.9115, -1.5423], [3.0142, -1.6985, 2.4433], [1.3344, -0.6983, 2.8810], [1.9911, -0.0754, -3.6842], [-3.4221, 0.1938, 3.4042], [0.7371, 2.9700, -2.6931], [0.6023, 0.8935, -2.3232], [-0.3539, 0.7507, -1.6369], [0.5920, -4.2649, 1.9485], [1.7618, 2.1268, 0.3203], [0.4975, -0.1968, 0.0126], [-0.2869, 1.6020, -0.3429], [0.8483, -0.8420, -1.6669], [-3.2314, 0.0214, 3.3991], [0.6176, 0.3213, -1.7806], [1.8453, -1.5368, 0.5136], [-0.5159, -1.0391, 1.2056], [1.3474, 3.5282, -1.7008], [-1.7671, -1.1444, 1.2426]]
}

---

{
  "formula": "C6H11NO",
  "method": "ωB97M-V/def2-TZVPD",
  "lumo_energy_ev": 0.957,
  "e_homo_ev": -7.571,
  "de_lowest_kcal_mol": 139.9,
  "smiles": "CCC1=C(C)N1OC",
  "charge": 0,
  "total_energy_ev": -9932.3870,
  "elements": ["C", "C", "C", "C", "C", "N", "O", "C", "H", "H", "H", "H", "H", "H", "H", "H", "H", "H", "H"],
  "positions_angstrom": [[-1.432480, 1.909955, -1.149894], [0.027339, 1.443033, -1.105590], [0.115286, 0.063207, -0.660726], [0.620655, -1.359187, -0.631275], [1.453566, -2.477688, -1.031097], [-0.197651, -0.838546, 0.454406], [0.681302, -0.514427, 1.629886], [-0.063441, -0.424866, 2.812905], [-1.992811, 1.333014, -1.882976], [-1.484018, 2.962618, -1.418366], [-1.898128, 1.770384, -0.177202], [0.582888, 2.070960, -0.398310], [0.494353, 1.540134, -2.089004], [1.814573, -2.994743, -0.141781], [2.300049, -2.142145, -1.630165], [0.864151, -3.182631, -1.623003], [0.219413, -1.230446, 3.497155], [-1.128800, -0.502820, 2.590720], [0.139132, 0.539386, 3.285728]],
  "forces_ev_per_a": [[0.1063, 0.0260, -0.0533], [-0.4465, 0.5388, 0.0279], [3.7337, -8.9878, 0.1859], [-2.8911, 9.2182, -0.0887], [0.0757, -0.5054, -0.0233], [-1.0227, -0.2281, 0.1750], [0.8060, 0.1831, -0.5633], [-0.1375, -0.0768, 0.0536], [-0.0538, -0.0010, -0.0185], [-0.0518, 0.0706, -0.0086], [-0.0723, 0.0262, 0.0493], [0.0469, -0.0985, -0.0912], [0.0357, -0.0344, 0.1507], [0.0446, -0.0288, -0.0244], [-0.0543, -0.0238, 0.0467], [0.0621, -0.0836, 0.0152], [-0.0685, 0.0290, 0.0555], [-0.0587, -0.0056, 0.0374], [-0.0538, -0.0181, 0.0742]]
}

---

{
  "formula": "C6H11NO",
  "method": "ωB97M-V/def2-TZVPD",
  "lumo_energy_ev": 0.949,
  "e_homo_ev": -9.092,
  "de_lowest_kcal_mol": 65.9,
  "smiles": "C/C=C/O.C=CN=C",
  "charge": 0,
  "total_energy_ev": -9935.5971,
  "elements": ["C", "C", "C", "O", "H", "H", "H", "H", "H", "H", "C", "C", "N", "C", "H", "H", "H", "H", "H"],
  "positions_angstrom": [[1.621876, 3.936499, 0.634053], [0.695695, 2.775812, 0.828841], [0.895128, 1.599899, 0.258223], [0.081229, 0.513925, 0.512563], [1.888857, 4.398368, 1.583905], [2.552752, 3.632286, 0.155077], [1.163962, 4.712401, 0.015761], [-0.161965, 2.906808, 1.479636], [1.742599, 1.420012, -0.397661], [-0.358111, 0.250120, -0.312516], [-1.592454, -1.285458, -1.491608], [-0.704479, -2.264553, -1.340573], [-0.698493, -3.226656, -0.330032], [-0.456238, -2.882576, 0.859403], [-2.391025, -1.084487, -0.789047], [-1.520388, -0.692935, -2.393457], [0.123778, -2.338564, -2.043649], [-0.491521, -3.652360, 1.625493], [-0.222487, -1.854220, 1.143113]],
  "forces_ev_per_a": [[0.0374, 0.0685, -0.0435], [0.2210, 0.0473, 0.0012], [-0.1678, 0.0509, 0.1731], [-0.1134, 0.1431, -0.2364], [-0.0298, 0.0151, 0.0749], [-0.0374, -0.0407, -0.0722], [-0.0122, 0.0108, 0.0410], [-0.0326, -0.0546, -0.0319], [0.0151, -0.0615, -0.0369], [0.1768, -0.2085, 0.1882], [0.0857, -0.0109, -0.2036], [0.3033, 0.3886, 0.1160], [0.0515, -0.0067, -0.0368], [-0.1200, -0.0753, 0.0199], [-0.0967, -0.2024, -0.0746], [-0.1040, 0.2023, 0.0868], [-0.2406, -0.3284, -0.0678], [0.0445, 0.0557, 0.0696], [0.0193, 0.0068, 0.0332]]
}

---

{
  "formula": "C6H11NO",
  "method": "ωB97M-V/def2-TZVPD",
  "lumo_energy_ev": [0.885, 0.885],
  "e_homo_ev": [-7.314, -7.313],
  "de_lowest_kcal_mol": 85.2,
  "smiles": "C/C=C(C)\\C(N)=C/O",
  "charge": 0,
  "total_energy_ev": -9934.7605,
  "elements": ["C", "C", "C", "C", "C", "N", "C", "O", "H", "H", "H", "H", "H", "H", "H", "H", "H", "H", "H"],
  "positions_angstrom": [[-1.103643, 1.569600, -1.025358], [-0.416661, 1.133656, 0.245145], [0.674733, 0.239044, 0.319043], [2.018828, 0.546701, 0.901812], [0.209079, -1.001073, -0.104060], [0.950280, -2.001670, -0.723398], [-1.181713, -1.072520, 0.149054], [-1.623872, -1.135846, 1.474152], [-0.989590, 0.830614, -1.818948], [-0.676802, 2.519046, -1.376084], [-2.172373, 1.741087, -0.869348], [-0.474463, 1.902056, 1.024965], [2.492715, -0.348991, 1.308122], [2.696116, 0.980959, 0.158858], [1.920369, 1.275488, 1.712411], [1.581339, -1.725439, -1.460428], [0.479962, -2.876157, -0.893135], [-1.822062, -1.658105, -0.525603], [-2.562239, -0.918451, 1.502800]],
  "forces_ev_per_a": [[-0.2552, -0.2373, 0.0549], [0.7253, 0.0282, -0.0099], [-0.4462, 0.3017, 0.3358], [0.0229, -0.0243, 0.1707], [-0.5472, 0.0499, -0.2053], [-0.0582, 0.0595, -0.1040], [0.4613, -0.4723, -0.0937], [-0.0620, 0.2318, -0.1540], [0.0138, 0.0190, 0.0374], [-0.0063, -0.0597, 0.0830], [0.0315, 0.0354, -0.0583], [0.1194, 0.0646, -0.0512], [-0.0056, 0.0093, -0.0518], [-0.0513, -0.0013, 0.0511], [-0.0166, 0.0163, -0.0803], [-0.0714, -0.0196, 0.0137], [0.0213, 0.0616, 0.0237], [0.0310, -0.1038, 0.0790], [0.0934, 0.0410, -0.0407]]
}

---

{
  "formula": "C6H11NO",
  "method": "ωB97M-V/def2-TZVPD",
  "lumo_energy_ev": 0.932,
  "e_homo_ev": -8.906,
  "de_lowest_kcal_mol": 158.9,
  "charge": 0,
  "total_energy_ev": -9931.5645,
  "elements": ["C", "C", "C", "C", "C", "C", "H", "H", "H", "H", "H", "H", "H", "H", "H", "H", "H", "N", "O"],
  "positions_angstrom": [[0.898295, -1.846059, 1.524677], [1.258532, -0.524875, 0.839177], [-0.240028, -0.120498, -0.777607], [-0.991100, 0.864678, -1.571983], [-1.583881, 1.817700, -0.285350], [0.242715, 0.609145, 0.421555], [1.778604, -2.585652, 1.490264], [0.222591, -1.676714, 2.655713], [0.104941, -2.492044, 0.667359], [2.282809, 0.045412, 1.107549], [1.218507, -1.681740, -1.083201], [-0.885193, -1.097690, -0.576516], [-1.683902, 0.634646, -2.209736], [-0.246128, 1.651938, -2.038682], [-1.162880, 2.871742, -0.318730], [-2.709173, 1.559372, -0.250569], [1.170658, 1.271054, 0.270159], [1.211603, -0.658516, -0.727793], [-0.886970, 1.358102, 0.863713]],
  "forces_ev_per_a": [[-3.0339, -1.7527, -0.3401], [0.6506, 0.2835, -1.2142], [1.0838, -3.1248, 1.1136], [5.5477, 5.6766, 3.5746], [0.7494, -1.3132, -1.1775], [-0.1951, 1.4091, 0.6859], [-1.2373, 1.3159, 0.8803], [2.5312, -0.8249, -3.5617], [1.9930, 2.0827, 2.9368], [-2.2195, -2.0678, -0.0144], [0.2472, 2.1272, 1.1004], [0.8102, 2.3113, 0.1874], [-3.9198, -1.6944, -3.5322], [-1.2869, -1.8058, 0.3869], [-1.6968, -0.8799, -0.8759], [1.7331, 1.2112, 0.4434], [-2.2093, 0.3354, -1.0169], [0.3858, -2.3255, -1.4626], [0.0667, -0.9639, 1.8859]]
}